Formula: C41H36F3N6O4TeZr
Source: the OMol25 dataset
Level of theory: ωB97M-V/def2-TZVPD

XYZ file:
```
92
Properties=species:S:1:pos:R:3:forces:R:3
Zr -0.44744 -0.05619 -0.23958 -0.3 -0.1 -0.7
C 2.85883 6.44771 -1.11475 0.0 0.0 0.0
C 1.99547 5.21468 -1.13515 0.0 0.1 0.0
C 0.81625 5.16367 -1.86604 0.1 0.0 0.0
C -0.01461 4.04366 -1.87741 0.1 -0.2 0.0
C -1.28222 4.13146 -2.67375 -0.1 0.4 0.1
O -1.27166 4.68253 -3.75220 0.0 -0.1 -0.1
C -2.56129 3.62226 -2.08828 0.0 -0.2 -0.1
C -3.63333 3.40520 -2.95473 0.0 0.0 0.0
C -4.81518 2.85864 -2.47850 0.0 0.0 0.0
C -4.93684 2.53211 -1.13171 0.0 0.0 0.0
C -3.88434 2.77855 -0.25775 0.0 0.0 0.0
C -2.70346 3.32707 -0.73390 0.0 0.1 0.1
C 0.38441 2.90025 -1.18319 -0.1 -0.1 0.0
O -0.36780 1.77532 -1.14041 0.6 0.4 -0.1
C 1.58283 2.94854 -0.44691 -0.2 0.0 -0.1
C 2.35373 4.09358 -0.39228 0.0 -0.1 0.0
C 1.65480 1.74139 0.40161 0.1 0.2 0.2
N 1.89457 0.54447 -0.07071 0.0 -0.3 0.1
C 2.74034 0.44570 -1.26572 0.0 0.1 -0.1
C 4.12761 1.06758 -1.13481 0.0 -0.1 -0.1
Te 5.25634 0.45709 0.59064 0.0 0.1 0.0
C 4.92105 2.27622 1.61137 0.0 0.0 0.0
C 4.02071 2.34844 2.66958 0.0 0.0 0.0
C 3.76482 3.56273 3.29427 0.0 0.0 0.0
C 4.41589 4.71260 2.87007 0.0 0.0 0.0
C 5.33351 4.64350 1.82887 0.0 0.0 0.0
C 5.58964 3.42970 1.20541 0.0 0.0 0.0
C 1.03534 1.87192 1.68445 -0.4 -0.2 0.1
C 0.95321 0.69511 2.64276 0.0 0.1 0.0
C 0.88895 0.96738 4.08469 0.0 0.0 0.0
C 0.11500 1.97553 4.47379 0.0 0.0 0.0
C -0.55265 2.74611 3.42849 0.0 0.0 -0.1
C 0.06498 2.96338 2.09985 0.1 0.0 0.0
H 2.41609 7.24893 -1.70365 0.0 0.0 0.0
H 3.84868 6.23829 -1.52315 0.0 0.0 0.0
H 2.99595 6.81232 -0.09556 0.0 0.0 0.0
H 0.50819 6.02850 -2.44134 0.0 0.0 0.0
H -3.51611 3.66365 -3.99899 0.0 0.0 0.0
H -5.64181 2.68323 -3.15396 0.0 0.0 0.0
H -5.85213 2.08761 -0.76384 0.0 0.0 0.0
H -3.97343 2.53800 0.79387 0.0 0.0 0.0
H -1.88505 3.50063 -0.04682 -0.1 0.0 0.0
H 3.24069 4.11691 0.23145 0.0 0.0 0.0
H 2.24010 0.88758 -2.14079 0.0 0.0 0.0
H 2.87418 -0.61474 -1.47401 0.0 0.1 0.0
H 4.09762 2.15429 -1.10885 0.0 0.0 0.1
H 4.71707 0.78771 -2.00755 0.0 0.0 0.0
H 3.51240 1.45489 3.00451 0.0 0.0 0.0
H 3.05752 3.60330 4.11320 0.0 0.0 0.0
H 4.22076 5.65828 3.35815 0.0 0.0 0.0
H 5.85800 5.53334 1.50636 0.0 0.0 0.0
H 6.31141 3.37996 0.39974 0.0 0.0 0.0
H 1.60690 -0.10428 2.30869 0.0 0.0 0.0
H 1.41778 0.32442 4.77466 0.0 0.0 0.0
H -0.04942 2.22937 5.51092 0.0 0.0 0.0
H -1.23849 3.52215 3.73835 0.0 0.0 0.0
H 0.00941 3.91051 1.58032 0.0 0.0 0.0
N 0.07634 -1.90228 1.26730 -0.1 -0.1 0.0
C 1.21641 -2.68764 0.92867 0.1 0.0 0.1
C 1.98797 -3.36922 1.82245 0.0 0.0 0.0
C 3.08890 -4.13142 1.37435 0.0 0.0 0.0
C 3.37890 -4.21698 0.04533 0.0 0.0 0.0
C 2.60380 -3.50167 -0.89902 -0.1 0.1 0.0
C 2.85558 -3.52471 -2.28659 0.0 0.0 0.0
C 2.08695 -2.76160 -3.11771 0.0 0.0 -0.1
C 1.08826 -1.94562 -2.56849 -0.1 0.0 0.1
N 0.79964 -1.90576 -1.27881 -0.1 0.2 -0.2
C 1.53292 -2.70499 -0.44470 0.1 0.0 0.0
H 0.07608 -1.59789 2.23588 0.0 -0.1 -0.1
H -0.80226 -2.40706 1.09836 0.4 0.1 0.2
H 1.74541 -3.34170 2.87764 0.0 0.0 0.0
H 3.68893 -4.66483 2.09811 0.0 0.0 0.0
H 4.20427 -4.82207 -0.30563 0.0 0.0 0.0
H 3.65833 -4.14081 -2.67201 0.0 0.0 0.0
H 2.24795 -2.74458 -4.18584 0.0 0.0 0.0
H 0.52703 -1.27488 -3.20292 0.0 0.0 0.0
F -4.25047 -2.14545 2.47456 -0.1 -0.1 0.0
C -3.70083 -1.00610 2.05004 0.1 0.0 -0.2
F -4.52339 -0.00196 2.32690 -0.1 0.1 0.0
F -2.57013 -0.82097 2.74954 0.1 0.0 0.1
C -3.42455 -1.09102 0.51890 0.0 0.0 0.1
O -4.35683 -1.03720 -0.23977 -0.1 0.0 -0.1
O -2.17299 -1.23992 0.21230 0.2 -0.1 0.4
N -1.11426 2.05672 2.19147 -0.1 0.1 0.0
C -0.27341 0.90548 1.78826 0.2 -0.1 0.0
N -2.27096 0.32760 -1.77703 -0.1 0.1 0.1
N -1.52552 -0.46441 -2.70682 0.0 -0.4 0.0
H -3.23168 -0.00010 -1.66724 0.0 0.1 -0.1
H -2.23218 1.30516 -2.04525 -0.1 0.0 -0.1
H -1.71682 -0.22770 -3.67988 -0.1 0.1 0.2
H -1.82228 -1.43029 -2.57415 0.0 0.1 -0.1
```
Forces are in eV/Å.

LUMO energy: -0.1289 hartree
Max |F|: 0.8 eV/A
Total charge: +1
HOMO energy: -0.3779 Ha

Atom charges from the Löwdin analysis, given in e for atoms 1 to 2:
1. Zr 1.91
2. C -0.03

***

Formula: C3HKO2
Source: the OMol25 dataset
Level of theory: ωB97M-V/def2-TZVPD

XYZ file:
```
7
Properties=species:S:1:pos:R:3:forces:R:3
O 0.60038 0.72979 2.88860 -2.1 -0.6 0.5
C 1.84174 0.71363 2.60919 4.9 -2.6 -1.3
C 1.38996 0.06219 1.53806 -2.0 1.2 -1.4
H 2.66703 -0.23855 2.61735 -0.7 2.0 2.2
C -2.82528 -1.62155 -1.67914 0.0 0.1 0.0
O -1.87936 -1.00595 -1.60281 0.0 0.0 0.0
K 0.70125 0.23666 -1.40708 -0.1 -0.1 0.1
```
Forces are in eV/Å.

LUMO energy (spin up / spin down): -0.1523 / -0.2204 hartree
Max |F|: 5.7 eV/A
Total charge: +1
HOMO energy (spin up / spin down): -0.5243 / -0.5297 Ha
Multiplicity: 2

Atom charges from the natural (NBO) analysis, given in e for atoms 1 to 2:
1. O -0.35
2. C 0.00

***

Formula: C4H9NO
Source: the OMol25 dataset
Level of theory: ωB97M-V/def2-TZVPD

XYZ file:
```
15
Properties=species:S:1:pos:R:3:forces:R:3
C 0.95811 0.59245 -1.00260 0.0 0.1 0.0
C 0.25573 -0.33654 -0.00309 0.0 0.0 0.0
C 1.04995 -0.45759 1.29406 0.0 0.0 0.1
C -1.13584 0.22303 0.28318 0.0 0.1 0.1
N -2.11979 -0.19921 -0.56374 -0.1 0.0 0.0
O -1.35841 1.01371 1.18349 0.1 -0.3 -0.3
H 1.03990 1.60232 -0.58599 0.0 -0.1 0.0
H 0.40820 0.66030 -1.94765 0.1 0.0 0.1
H 1.96818 0.22874 -1.21778 -0.1 0.0 0.0
H 0.14706 -1.33065 -0.46017 0.0 0.2 0.1
H 0.57202 -1.15334 1.99184 0.1 0.1 -0.1
H 2.06465 -0.81642 1.08888 -0.2 0.1 0.0
H 1.10860 0.51893 1.78414 0.0 -0.2 -0.1
H -1.92849 -0.77203 -1.36875 0.0 0.1 0.2
H -3.02986 0.22630 -0.47583 0.1 0.0 0.0
```
Forces are in eV/Å.

SMILES: CC(C)C(N)=O
LUMO energy: 0.0334 hartree
Max |F|: 0.4 eV/A
Total charge: 0
HOMO energy: -0.3574 Ha

Atom charges from the natural (NBO) analysis, given in e for atoms 1 to 2:
1. C -0.60
2. C -0.31

***

Formula: C27H21N3O5Pd
Source: the OMol25 dataset
Level of theory: ωB97M-V/def2-TZVPD

XYZ file:
```
57
Properties=species:S:1:pos:R:3:forces:R:3
Pd -1.16712 0.40588 -1.18377 -0.2 -0.3 -0.1
O -5.21943 -1.82176 1.62934 0.0 0.0 0.0
C -5.04813 -0.63386 2.25807 0.0 0.0 0.0
C -5.82952 -0.31521 3.36783 0.0 0.0 0.0
C -5.66157 0.88116 4.03755 0.0 0.0 0.0
C -4.69978 1.78709 3.61116 0.0 0.0 0.0
C -3.92230 1.47304 2.51487 0.0 0.0 0.0
C -4.07423 0.27246 1.81516 0.0 -0.1 0.1
C -3.18051 0.05454 0.65381 -0.1 0.3 -0.2
O -2.19911 0.87711 0.52739 0.1 -0.1 0.1
N -3.47737 -0.91087 -0.21014 -0.1 -0.1 0.1
N -2.56777 -0.91629 -1.20362 0.1 0.2 0.2
C -2.56069 -1.76540 -2.16616 0.0 0.0 -0.1
C -1.47318 -1.59887 -3.12900 0.1 0.0 -0.1
C -1.25658 -2.42361 -4.21847 0.0 0.0 0.0
C -0.17396 -2.16704 -5.04887 0.0 0.0 0.0
C 0.66307 -1.10123 -4.77694 0.0 0.0 0.0
C 0.39367 -0.30799 -3.67194 0.0 0.0 0.0
N -0.64389 -0.55481 -2.88341 0.1 0.1 0.0
H -5.90885 -2.31252 2.08928 0.0 0.0 0.0
H -6.57606 -1.02768 3.70278 0.0 0.0 0.0
H -6.28316 1.10406 4.89538 0.0 0.0 0.0
H -4.55916 2.72660 4.12743 0.0 0.0 0.0
H -3.16703 2.16169 2.16483 0.0 0.0 0.0
H -3.31884 -2.53326 -2.25221 0.0 0.0 0.1
H -1.92248 -3.25408 -4.40763 0.0 0.0 0.0
H 0.01229 -2.80430 -5.90320 0.0 0.0 0.0
H 1.51864 -0.87842 -5.39755 0.0 0.0 0.0
H 1.00268 0.54236 -3.39211 0.0 0.0 0.0
O 0.66454 0.07093 0.70235 0.0 0.1 0.1
C 1.78196 0.81940 0.22746 0.0 0.1 -0.1
C 1.36200 1.95112 -0.76767 0.1 -0.1 0.1
O 2.17129 2.82604 -1.01541 0.0 0.0 -0.1
O 0.21506 1.84343 -1.34726 0.0 0.2 0.1
C 2.56601 1.32402 1.43560 0.0 -0.1 0.0
C 3.12998 0.35154 2.26295 0.0 0.0 0.0
C 3.79249 0.70617 3.42464 0.0 0.0 0.0
C 3.89892 2.04540 3.78042 0.0 0.0 0.0
C 3.33723 3.01477 2.96683 0.0 0.0 0.0
C 2.67347 2.66008 1.79693 0.0 0.0 0.0
C 2.60878 -0.13692 -0.62684 -0.1 0.0 0.0
C 3.84800 0.27095 -1.11409 0.0 0.0 0.0
C 4.58259 -0.56534 -1.93828 0.0 0.0 0.0
C 4.09046 -1.81903 -2.28438 0.0 0.0 0.0
C 2.86028 -2.22902 -1.79647 0.0 0.0 0.0
C 2.11861 -1.39098 -0.97084 0.0 0.0 0.0
H 0.16273 0.61755 1.32207 0.1 0.0 0.0
H 3.04168 -0.69261 1.98680 0.0 0.0 0.0
H 4.22748 -0.06120 4.05283 0.0 0.0 0.0
H 4.41962 2.32857 4.68650 0.0 0.0 0.0
H 3.41653 4.06094 3.23463 0.0 0.0 0.0
H 2.26111 3.42614 1.15688 0.0 0.0 0.0
H 4.21968 1.25408 -0.85583 0.0 0.0 0.0
H 5.54488 -0.23822 -2.31110 0.0 0.0 0.0
H 4.66930 -2.47328 -2.92443 0.0 0.0 0.0
H 2.47278 -3.20838 -2.05181 0.0 0.0 0.0
H 1.16293 -1.71497 -0.58233 0.0 0.0 0.0
```
Forces are in eV/Å.

LUMO energy: -0.0411 hartree
Max |F|: 0.4 eV/A
Total charge: 0
HOMO energy: -0.3113 Ha

Atom charges from the natural (NBO) analysis, given in e for atoms 1 to 2:
1. Pd 1.00
2. O -0.65

***

Formula: C4H7ClN2S
Source: the OMol25 dataset
Level of theory: ωB97M-V/def2-TZVPD

XYZ file:
```
15
Properties=species:S:1:pos:R:3:forces:R:3
N -2.09111 1.17206 0.89987 -0.7 1.1 1.2
C -0.75498 1.00895 1.00392 0.1 0.8 0.5
S 0.26627 2.08086 1.75763 -0.4 -0.2 -0.2
N -0.32143 -0.13882 0.41099 0.1 -0.7 -0.1
C -0.51128 -0.29986 -1.02430 0.1 0.1 -0.4
C 0.83699 -0.11019 -0.42361 0.3 -0.4 -0.3
C 1.71706 -1.29884 -0.25278 1.1 0.5 0.0
Cl 2.74783 -1.46023 -1.72299 0.0 0.0 0.3
H -2.66189 0.34970 0.73786 0.1 0.3 0.0
H -2.46323 1.92813 1.51202 0.3 -1.1 -0.9
H -0.99836 0.52857 -1.50032 0.0 0.4 -0.3
H -0.80110 -1.26676 -1.42280 0.1 -0.1 0.3
H 1.43133 0.81023 -0.47863 -0.7 -0.1 -0.2
H 1.25375 -2.25353 -0.09601 -0.5 -0.2 0.0
H 2.35015 -1.05027 0.59916 0.3 -0.4 -0.1
```
Forces are in eV/Å.

SMILES: NC(=S)N1C[C@@H]1CCl
LUMO energy: 0.0245 hartree
Max |F|: 1.8 eV/A
Total charge: 0
HOMO energy: -0.3164 Ha

Atom charges from the natural (NBO) analysis, given in e for atoms 1 to 2:
1. N -0.80
2. C 0.28

***

The records above give, respectively, energy relative to the best compared isomer or geometry (same formula, charge and spin) values of 113.39, 111.90, 0.13, 2.38, 13.76 kcal per mole.